[1]
{
  "formula": "C4H5NOS",
  "method": "ωB97M-V with the def2-TZVPD basis set",
  "elements": ["C", "C", "C", "C", "H", "H", "H", "H", "H", "N", "O", "S"],
  "xyz": [[-1.0514, 0.7540, -0.8424], [0.6538, -0.2053, 1.5658], [0.9653, -0.6366, 0.1505], [0.1313, -0.3935, -0.8779], [-2.1335, 0.3253, -1.2048], [-0.6036, 1.6354, -1.6773], [0.8726, -1.0075, 2.4494], [1.5943, -1.5569, -0.1337], [-0.0610, -1.2937, -1.5001], [-0.4339, 0.5200, 1.8427], [1.3416, 0.3821, -0.6812], [-1.2755, 1.4767, 0.9090]],
  "lowdin_charge": [-0.35, -0.12, -0.40, -0.29, 0.10, 0.15, 0.15, 0.17, 0.15, -0.43, 0.01, 0.85],
  "homo_ev": -8.54,
  "e_lumo_ev": 0.4,
  "orbital_gap_ha": 0.3285,
  "e_above_lowest_kcal_mol": 113.75,
  "smiles": "C1=NSC[C@H]2O[C@@H]12"
}



[2]
{
  "formula": "C3H5F3O2S",
  "method": "ωB97M-V with the def2-TZVPD basis set",
  "elements": ["C", "C", "C", "O", "O", "F", "F", "F", "S", "H", "H", "H", "H", "H"],
  "xyz": [[-1.3492, -0.6319, 0.5712], [-0.5768, -0.1853, -0.6655], [1.7354, -0.4428, 0.1355], [-0.7249, -1.0101, -1.7517], [-0.4500, 2.2007, 0.5904], [2.5138, 0.2690, -0.7289], [1.7232, 0.2394, 1.3100], [2.3408, -1.6179, 0.2679], [-0.6379, 1.5195, -0.8819], [-1.4621, -1.8136, 0.7156], [-0.9317, -0.2051, 1.5923], [-2.3501, -0.3210, 0.6047], [-0.0524, -0.9183, -2.4603], [0.2218, 2.9173, 0.7006]],
  "lowdin_charge": [-0.11, -0.67, -0.46, -0.01, -0.43, 0.04, 0.05, 0.10, 0.98, 0.13, 0.12, 0.04, 0.14, 0.09],
  "homo_ev": [-8.14, -8.15],
  "e_lumo_ev": [-0.1, -0.1],
  "orbital_gap_ha": [0.2959, 0.2959],
  "e_above_lowest_kcal_mol": 66.54
}



[3]
{
  "formula": "C17H33AsF5N4O3P2RbS4Sb",
  "method": "ωB97M-V with the def2-TZVPD basis set",
  "elements": ["Rb", "F", "C", "C", "F", "C", "F", "C", "S", "C", "F", "C", "F", "C", "N", "C", "P", "O", "O", "P", "O", "N", "C", "C", "N", "C", "C", "N", "C", "C", "H", "H", "H", "H", "H", "H", "H", "H", "H", "H", "H", "H", "H", "H", "H", "H", "H", "H", "H", "H", "H", "H", "H", "H", "S", "Sb", "S", "S", "C", "As", "C", "C", "H", "H", "H", "H", "H", "H", "H", "H", "H"],
  "xyz": [[-1.5675, 1.5769, -1.3803], [-3.2340, 1.3648, 5.8119], [-3.7038, 0.7897, 4.6877], [-3.2542, 1.1819, 3.4451], [-2.3247, 2.1497, 3.3639], [-3.7457, 0.5822, 2.2982], [-3.2191, 0.9970, 1.1337], [-4.7138, -0.4356, 2.3055], [-5.3262, -1.1885, 0.8831], [-5.1313, -0.7945, 3.6006], [-6.0456, -1.7668, 3.7590], [-4.6505, -0.2109, 4.7521], [-5.1005, -0.6103, 5.9594], [4.0666, 1.0794, -1.3556], [3.2542, -0.0773, -0.9857], [3.9600, -1.1393, -0.3033], [1.7636, -0.1479, -1.6744], [0.9811, 1.0853, -1.5895], [1.1457, -1.3688, -0.7829], [-0.3823, -1.8644, -0.7553], [-1.3759, -1.0372, -1.4511], [-0.2447, -3.3429, -1.5215], [0.6202, -4.3231, -0.8888], [-1.4833, -3.9146, -2.0502], [-0.6023, -2.0385, 0.8594], [-1.9738, -2.1697, 1.3580], [0.4173, -1.9883, 1.8910], [1.9009, -0.7073, -3.2078], [0.8331, -0.4232, -4.1759], [2.6023, -1.9600, -3.4265], [4.9088, 0.7830, -1.9899], [4.4558, 1.5629, -0.4560], [3.4645, 1.8094, -1.8974], [4.7950, -1.5202, -0.9052], [3.2901, -1.9659, -0.0801], [4.3726, -0.7667, 0.6393], [1.5666, -3.8617, -0.6036], [0.8352, -5.1243, -1.5987], [0.1664, -4.7693, 0.0073], [-2.0751, -3.1293, -2.5129], [-2.0891, -4.3960, -1.2712], [-1.2345, -4.6647, -2.8047], [-2.7092, -2.0042, 0.5703], [-2.1615, -1.4184, 2.1272], [-2.1410, -3.1575, 1.8004], [1.4127, -1.9425, 1.4593], [0.3506, -2.8760, 2.5280], [0.2786, -1.1058, 2.5235], [0.4486, 0.5883, -4.0540], [0.0124, -1.1451, -4.0915], [1.2550, -0.4759, -5.1807], [3.4479, -2.0535, -2.7443], [2.9885, -1.9809, -4.4470], [1.9444, -2.8277, -3.2894], [1.8224, 5.6385, -3.8638], [0.2336, 4.0175, -3.4176], [-1.5007, 4.7552, -2.0175], [-0.6327, 2.7840, -5.1935], [0.9448, 2.4728, 2.5153], [0.0152, 3.3072, 0.9772], [1.6243, 4.0647, 0.1710], [-0.5818, 4.9211, 1.9096], [1.5474, 3.2036, 3.0615], [1.6033, 1.6853, 2.1404], [0.2156, 2.0262, 3.1914], [2.3008, 4.4369, 0.9437], [1.3374, 4.8753, -0.4983], [2.1177, 3.2965, -0.4231], [0.2622, 5.4213, 2.3885], [-1.3293, 4.6584, 2.6607], [-1.0290, 5.5800, 1.1662]],
  "mulliken_spin": [-0.06, 0.00, 0.00, 0.00, 0.00, 0.00, 0.00, 0.00, 0.00, 0.00, 0.00, 0.00, 0.00, 0.01, 0.00, 0.00, 0.05, -0.03, 0.00, 0.00, 0.00, 0.00, 0.00, 0.00, 0.00, 0.00, 0.00, 0.00, -0.01, 0.00, 0.00, 0.00, 0.00, 0.00, 0.00, 0.00, 0.00, 0.00, 0.00, 0.00, 0.00, 0.00, 0.00, 0.00, 0.00, 0.00, 0.00, 0.00, 0.01, 0.00, 0.00, 0.00, 0.00, 0.00, 0.20, 0.47, 0.16, 0.18, 0.00, 0.00, 0.03, 0.00, 0.00, 0.00, 0.00, 0.00, -0.01, -0.01, 0.00, 0.00, 0.00],
  "spin_multiplicity": 2,
  "homo_ev": [-0.41, -1.56],
  "e_lumo_ev": [3.2, 3.2],
  "orbital_gap_ha": [0.1344, 0.1765],
  "e_above_lowest_kcal_mol": 13.86,
  "charge": -2
}



| no. | maximum force (eV/Å) |
| --- | --- |
| 1 | 7.2 |
| 2 | 4.0 |
| 3 | 1.3 |